[1]
# C28H43BN9SbTl

A structure of composition C28H43BN9SbTl (ωB97M-V/def2-TZVPD, OMol25).

Cartesian coordinates (Å):
Tl: -0.88615 -1.26799 0.76480
C: -3.48124 1.33085 2.86641
C: -2.82953 0.16246 3.30514
C: -1.50025 0.43072 3.71624
C: -1.31768 1.76444 3.43792
C: -2.49410 2.36033 2.93391
C: -2.69680 3.73437 2.46445
C: -0.15543 2.54165 3.79347
C: -0.50374 -0.54284 4.36602
C: -3.45302 -1.25236 3.30481
C: -4.83312 1.34839 2.20012
H: -2.13262 3.92044 1.52037
H: -2.41423 4.48020 3.23539
H: -3.72228 3.98913 2.21788
H: 0.37880 2.12138 4.66846
H: -0.38480 3.62068 3.93065
H: 0.52346 2.62693 2.98733
H: -0.49952 -0.55974 5.49390
H: 0.51738 -0.45045 3.98596
H: -0.82724 -1.54835 4.05674
H: -4.32112 -1.20495 4.06849
H: -2.70460 -2.05630 3.59046
H: -3.91599 -1.42860 2.28878
H: -5.61134 1.30941 2.97348
H: -5.07102 0.50533 1.62016
H: -5.00452 2.28829 1.60099
B: -1.68816 -1.86996 -3.05303
N: -1.96836 -0.44161 -2.50016
C: -1.55102 0.74556 -3.05741
C: -1.76739 1.78249 -2.20985
C: -2.31992 1.15606 -1.06635
N: -2.50499 -0.16073 -1.23642
N: -0.36122 -2.39462 -2.54705
C: 0.43751 -3.33673 -3.07795
C: 1.58558 -3.50224 -2.24164
C: 1.42868 -2.54975 -1.26846
N: 0.31386 -1.82766 -1.42635
H: -1.68386 -1.71337 -4.30347
H: -2.57972 -2.65405 -2.72981
H: -1.05590 0.73297 -4.00912
H: -1.68254 2.83742 -2.48467
H: -2.86417 1.65916 -0.25951
H: 0.13168 -3.82834 -4.00180
H: 2.38317 -4.23997 -2.41777
H: 2.15855 -2.32938 -0.49338
N: 1.23062 -5.42959 2.38674
C: 1.15637 -4.16361 2.76070
N: -0.06356 -3.67313 2.39723
C: -0.57327 -4.68376 1.61691
N: 0.17463 -5.75748 1.62321
C: -1.71973 -4.57358 0.74588
C: -1.88292 -5.49042 -0.29814
N: -3.01507 -5.58325 -0.98600
C: -3.92674 -4.67316 -0.85104
C: -3.64042 -3.58123 0.02200
N: -2.61553 -3.59991 0.88662
H: 1.87090 -6.14717 2.60097
H: 1.95132 -3.61463 3.27577
H: -1.12192 -6.19843 -0.51651
H: -4.86176 -4.74050 -1.40819
H: -4.25839 -2.65643 -0.07518
C: 1.51858 3.00815 -1.33454
C: 2.76631 3.69046 -1.82959
Sb: 4.21467 2.15086 -2.78436
C: 5.39954 3.66239 -3.94454
C: 4.73132 3.94865 -5.34581
C: 5.58283 1.47417 -1.31009
C: 5.86243 2.63030 -0.33029
H: 0.73822 3.73040 -1.16013
H: 1.67277 2.48945 -0.35937
H: 1.05273 2.20252 -1.90766
H: 3.40178 4.25934 -1.10738
H: 2.51993 4.30654 -2.67749
H: 6.50160 3.44903 -3.94116
H: 5.22288 4.57590 -3.28123
H: 3.72135 3.50312 -5.40496
H: 5.35524 3.53484 -6.10145
H: 4.48606 5.02107 -5.53425
H: 6.53747 1.24779 -1.85380
H: 5.24380 0.57270 -0.78320
H: 6.33600 3.49858 -0.80806
H: 6.48045 2.33786 0.55093
H: 4.87838 2.98351 0.05937

Summary:
total charge	+1
E_tot	-2022.72594	hartree
frontier orbital gap (spin up / spin down)	3.24 / 3.23	eV
2S+1	1

Results of the Löwdin charge analysis, in e, for atoms 1 through 6: 0.88, -0.11, -0.15, -0.18, -0.18, -0.13

[2]
# C28H43BeBrN2P2

A structure of composition C28H43BeBrN2P2 (ωB97M-V/def2-TZVPD, OMol25).

Cartesian coordinates (Å):
C: 2.79523 4.36389 -0.74869
C: 1.72453 3.75405 -1.44328
C: 1.82648 3.66588 -2.85169
C: 2.85341 4.36826 -3.49051
N: 3.81701 5.01262 -2.81912
C: 3.76945 5.04718 -1.48171
C: 0.59370 3.20728 -0.71791
C: -0.29105 2.68386 -0.03574
C: -1.44457 2.10850 0.69561
C: -1.84095 0.81113 1.23381
C: -3.19186 0.56974 1.56334
C: -4.15295 1.46633 1.13921
C: -3.80129 2.80124 0.82626
C: -2.43671 3.09354 0.68164
Be: -0.58041 -1.06746 1.56844
P: 1.18425 -0.28582 0.26540
H: 1.09638 3.07971 -3.42726
H: 2.82805 4.35463 0.34749
H: 2.89600 4.40948 -4.59977
H: 4.53599 5.64859 -0.95330
H: -2.07401 4.09431 0.39918
H: -1.27624 0.14684 1.93050
H: -4.48732 3.62165 0.64765
H: -3.40395 -0.35348 2.12148
C: 1.91990 -1.94162 0.65618
C: 3.10941 -2.39214 -0.18824
H: 1.11799 -2.69205 0.55496
H: 2.20111 -1.91781 1.71975
H: 3.38149 -3.42125 0.07797
H: 2.90856 -2.40523 -1.26420
H: 3.99836 -1.77608 -0.02979
C: 1.54326 -0.01983 -1.53720
C: 2.94542 0.47365 -1.91153
H: 0.79850 0.72985 -1.86361
H: 1.37846 -0.99130 -2.03595
H: 2.96802 0.68026 -2.98821
H: 3.21040 1.43489 -1.45602
H: 3.75257 -0.24636 -1.71156
C: 2.32518 0.87405 1.13721
C: 3.79421 0.45827 1.23469
H: 1.92624 0.99576 2.15705
H: 2.23450 1.83291 0.61076
H: 4.34122 1.18539 1.84738
H: 3.95148 -0.51236 1.71318
H: 4.30256 0.43120 0.26505
Br: -5.91673 0.61449 0.85563
P: -1.67195 -1.74566 -0.69982
C: -0.63826 -2.70634 -1.94447
C: -1.27185 -3.95920 -2.55843
H: 0.27944 -2.99494 -1.40108
H: -0.32648 -2.01945 -2.75284
H: -0.51802 -4.44704 -3.19688
H: -1.58416 -4.67849 -1.78712
H: -2.13414 -3.71484 -3.19818
C: -2.85233 -2.97849 0.00936
C: -4.20125 -3.20301 -0.67233
H: -3.02878 -2.62036 1.03602
H: -2.31715 -3.93500 0.11875
H: -4.79537 -3.87637 -0.03665
H: -4.76935 -2.26954 -0.79042
H: -4.10779 -3.69645 -1.65010
C: -2.65300 -0.56467 -1.75508
C: -3.15837 -1.01265 -3.13519
H: -1.99481 0.31094 -1.88607
H: -3.50324 -0.19763 -1.16128
H: -3.73108 -0.18915 -3.59057
H: -2.33765 -1.24812 -3.82446
H: -3.83422 -1.87822 -3.08879
C: -0.36142 -0.65470 6.23417
C: 0.85189 -0.20245 5.43082
C: 0.61924 -0.39051 4.03104
N: 0.28237 -0.79267 2.97577
H: -1.26017 -0.18228 5.85104
H: -0.36196 -0.48218 7.30817
H: -0.54664 -1.71287 6.10829
H: 1.07417 0.83742 5.63280
H: 1.72108 -0.79170 5.69890

Summary:
total charge	+2
E_tot	-4473.04309	hartree
frontier orbital gap	7.15	eV
2S+1	1

Results of the Löwdin charge analysis, in e, for atoms 1 through 6: -0.02, -0.24, -0.03, -0.12, 0.08, -0.12

[3]
# C28H43CrIN2O3SSi

A structure of composition C28H43CrIN2O3SSi (ωB97M-V/def2-TZVPD, OMol25).

Cartesian coordinates (Å):
Cr: 14.00405 5.78956 10.91888
I: 13.38057 3.29521 10.86533
C: 15.98832 5.52984 11.43908
C: 17.27776 5.42252 11.08104
C: 18.16546 5.05279 12.16292
C: 17.76172 4.70374 13.42626
C: 16.42091 4.83233 13.79903
C: 15.82818 4.43446 14.99178
C: 14.45321 4.64804 15.22313
C: 13.63928 5.15547 14.16414
C: 14.19020 5.50478 12.97600
C: 15.49704 5.28716 12.73481
H: 17.59650 5.43648 10.03109
H: 19.24664 5.15168 12.05843
H: 18.45993 4.38642 14.16482
H: 16.47272 3.88803 15.65646
H: 14.04656 4.52953 16.24085
H: 12.59524 5.42214 14.28348
N: 12.07121 6.20353 10.63588
C: 10.94973 6.28529 11.00906
N: 9.69592 6.00370 11.28468
C: 9.45862 5.31126 12.57295
C: 9.01411 6.35520 13.63968
C: 7.91881 7.34862 13.05186
C: 8.19626 7.80660 11.58689
C: 8.60606 6.76041 10.63842
H: 10.31562 4.74779 12.84870
H: 8.65723 4.52906 12.40876
H: 9.89034 6.93897 13.93013
H: 8.71440 5.79224 14.53058
H: 7.71813 8.23912 13.63950
H: 7.01556 6.72828 13.07779
H: 8.89100 8.66438 11.48907
H: 7.28330 8.16912 11.16057
H: 8.94477 7.24035 9.72931
H: 7.78830 6.06939 10.36117
C: 11.40358 9.21468 8.27341
C: 12.57817 9.01254 7.33208
C: 12.71586 7.56364 7.05282
C: 12.36762 9.71210 5.93580
O: 13.77134 9.61211 7.86250
Si: 14.79141 9.45458 9.14679
S: 15.01625 7.26789 9.21910
O: 14.11754 9.99195 10.48319
C: 14.42528 10.10357 11.90879
C: 14.12130 11.57349 12.09696
C: 15.93284 9.77573 12.08824
C: 13.49636 9.19428 12.63454
O: 16.16943 10.21335 8.82935
C: 17.31645 10.11773 7.99074
C: 17.94776 8.75276 8.16616
C: 18.18459 11.27748 8.38528
C: 16.84372 10.14195 6.56745
H: 10.56468 8.58035 7.93692
H: 11.13343 10.28528 8.26951
H: 11.62358 8.81964 9.23211
H: 11.89884 7.17533 6.49433
H: 12.86779 7.03923 7.95444
H: 13.59446 7.42937 6.39813
H: 11.58354 9.18271 5.43165
H: 13.22066 9.50558 5.26718
H: 12.24371 10.83625 5.96444
H: 14.72343 12.13511 11.44078
H: 14.30984 11.78198 13.12855
H: 13.07090 11.76854 11.89103
H: 16.55898 10.37848 11.40155
H: 15.99001 8.72182 11.82663
H: 16.18261 10.00325 13.18472
H: 12.46402 9.37575 12.29323
H: 13.48902 9.27906 13.70290
H: 13.81217 8.15312 12.49495
H: 18.31301 8.63976 9.28524
H: 18.84142 8.65926 7.54022
H: 17.18125 8.01465 7.91048
H: 18.35087 11.25851 9.54567
H: 17.72193 12.27309 8.20725
H: 19.13888 11.26360 7.92574
H: 16.08196 9.37822 6.42199
H: 17.64112 10.00498 5.79599
H: 16.29400 11.13707 6.40724

Summary:
expectation value of S²	6.159
E_tot	-3457.83997	hartree
frontier orbital gap (spin up / spin down)	7.23 / 5.35	eV
2S+1	5

Results of the Löwdin charge analysis, in e, for atoms 1 through 6: 0.02, 0.37, -0.24, -0.08, -0.06, -0.05

Results for F_max: 0.072 0.083 0.075 (in Eh/bohr, following the order of the records).